[1]
{
  "formula": "C11H12N2O4Pt",
  "method": "wB97M-V/def2-TZVPD",
  "orbital_gap_ev": [6.397, 3.355],
  "multiplicity": 3,
  "total_charge": 2,
  "elements": ["Pt", "O", "C", "C", "O", "C", "O", "C", "O", "C", "H", "H", "C", "H", "H", "C", "C", "C", "C", "N", "N", "C", "H", "H", "H", "H", "H", "H", "H", "H"],
  "xyz": [[0.33061, 1.73445, -1.32402], [-2.67329, 0.93521, -1.89414], [-1.59227, 1.29065, -1.78687], [2.22407, 1.59242, -0.58433], [3.21589, 1.30740, -0.10296], [-0.26040, 2.63098, 0.37256], [-0.65499, 2.89119, 1.41466], [1.00037, 0.63059, -2.84425], [1.37117, -0.30179, -3.39763], [0.38514, 3.46460, -2.90993], [0.15280, 2.95204, -3.86131], [-0.42014, 4.12222, -2.53463], [1.63010, 3.54960, -2.45661], [1.91763, 4.25002, -1.64541], [2.47963, 3.07752, -2.99189], [-2.41235, -2.20141, 3.42192], [-1.36289, -1.99077, 2.41854], [-0.39378, -2.91727, 2.02322], [0.27731, -2.25586, 0.95315], [-0.20036, -1.01220, 0.71829], [-1.23805, -0.90579, 1.60663], [1.38285, -2.89519, 0.20741], [-3.03879, -3.06774, 3.11930], [-1.91218, -2.47637, 4.37090], [-3.00419, -1.27777, 3.51795], [-0.25642, -3.90807, 2.45039], [-1.81079, -0.06594, 1.61341], [2.04969, -3.37257, 0.94943], [0.92617, -3.65559, -0.45394], [1.88748, -2.12454, -0.36986]],
  "atomic_forces_ev_per_a": [[-0.05, -0.60, 0.93], [3.19, 1.24, 0.22], [-4.51, -1.80, -0.46], [3.80, -1.49, 2.14], [-2.49, 0.96, -1.30], [-1.72, 2.31, 4.40], [1.08, -0.96, -2.83], [1.79, -3.82, -3.87], [-1.00, 2.21, 1.63], [-2.93, 0.55, -1.41], [0.20, 0.30, 0.57], [0.57, -0.28, -0.18], [2.92, 0.88, 0.76], [-0.30, -0.48, -0.54], [-0.62, 0.19, 0.38], [-0.32, 0.12, 0.51], [0.81, -0.76, -1.23], [-0.58, 2.05, -0.66], [-0.01, -0.35, 0.35], [-0.11, -1.14, 0.88], [-0.44, 0.44, 0.33], [-0.21, -0.06, 0.00], [0.21, 0.71, 0.19], [-0.53, 0.33, -0.33], [-0.05, -0.59, 0.33], [0.21, 0.39, -0.30], [0.25, -0.53, 0.19], [-0.13, 0.19, -0.72], [0.58, 0.28, 0.20], [0.37, -0.27, -0.19]]
}

---

[2]
{
  "formula": "C24H23CaCl3N10O2SSeSi",
  "method": "wB97M-V/def2-TZVPD",
  "orbital_gap_ev": [2.543, 2.263],
  "multiplicity": 1,
  "elements": ["Ca", "N", "C", "C", "C", "C", "C", "C", "C", "C", "N", "C", "H", "H", "H", "H", "H", "H", "H", "H", "N", "N", "C", "O", "O", "H", "H", "H", "C", "N", "C", "C", "N", "C", "S", "C", "C", "C", "C", "C", "N", "H", "H", "H", "H", "H", "H", "H", "H", "H", "Se", "N", "C", "C", "C", "C", "N", "C", "N", "H", "H", "H", "Cl", "Si", "Cl", "Cl"],
  "xyz": [[-0.96963, -0.94163, -1.28716], [0.96717, -0.58365, -2.79758], [1.74717, 0.38409, -2.12730], [3.14236, 0.21084, -2.14425], [3.94704, 1.26787, -1.88635], [3.39083, 2.49342, -1.58181], [2.02735, 2.65376, -1.20810], [1.49330, 3.74124, -0.50479], [0.20570, 3.62964, 0.01272], [-0.52651, 2.41968, -0.13736], [-0.07784, 1.37357, -0.89142], [1.17478, 1.51733, -1.43971], [1.49549, -1.45769, -3.01299], [0.41090, -0.18594, -3.63602], [3.53181, -0.77608, -2.41550], [5.04377, 1.23586, -1.83500], [4.00264, 3.40443, -1.60172], [2.10474, 4.63645, -0.38857], [-0.23632, 4.44534, 0.53324], [-1.53213, 2.27045, 0.29841], [0.03732, -2.83601, 0.04548], [-0.84176, -3.83400, -0.37440], [-2.14242, -3.54585, -0.80123], [-2.72153, -4.42654, -1.49993], [-2.55780, -2.37249, -0.47098], [1.04505, -3.14090, -0.12471], [-0.13839, -2.78778, 1.03685], [-0.45299, -4.70436, -0.75573], [3.57675, 0.07920, 4.78122], [2.13365, -0.14858, 4.71249], [1.36058, 0.05591, 5.83338], [0.08690, 0.21379, 5.39954], [0.03314, -0.11928, 4.01498], [1.37836, -0.21758, 3.59828], [1.76999, -0.47272, 1.90780], [-1.24498, -0.15022, 3.42245], [-1.99931, 1.11413, 3.44290], [-3.21937, 1.08835, 2.79569], [-3.50918, -0.03377, 1.98669], [-2.81649, -1.20880, 2.17690], [-1.65407, -1.27123, 2.85841], [3.81605, 1.08076, 4.41991], [4.19185, -0.68681, 4.25230], [3.80553, 0.01125, 5.87640], [1.82670, 0.01956, 6.82060], [-0.80648, 0.52344, 5.95231], [-1.58604, 2.03429, 3.85738], [-3.91327, 1.91254, 2.92497], [-4.35141, 0.05503, 1.26811], [-3.10879, -2.11625, 1.72163], [-4.12873, -2.30848, -3.17774], [-4.73257, -1.08885, -4.42792], [-3.74818, -0.33713, -4.87783], [-3.77480, 0.75493, -5.79664], [-2.67997, 1.58647, -5.87488], [-1.50500, 1.26211, -5.18530], [-1.25952, 0.10242, -4.51341], [-2.40692, -0.57521, -4.20316], [-2.42643, -1.50665, -3.20889], [-4.67820, 0.93428, -6.34398], [-2.62855, 2.49079, -6.47424], [-0.69649, 1.96576, -5.15575], [3.22105, -2.74914, -0.29440], [3.41371, -1.91242, 1.65546], [3.35190, -3.29564, 3.15521], [5.33850, -1.17732, 1.69500]],
  "atomic_forces_ev_per_a": [[-0.56, 0.45, -0.95], [-1.12, -0.91, -0.23], [0.92, 0.84, 0.09], [-0.90, -1.12, -0.35], [1.54, 1.28, 0.61], [-0.55, 1.57, 0.28], [0.62, -1.80, -0.51], [0.06, 0.73, -0.13], [-0.90, -1.94, -0.23], [0.26, 1.29, 0.04], [-0.32, -0.13, 0.03], [0.84, -1.38, -0.12], [-0.56, 1.34, -0.13], [0.48, -0.93, 1.12], [-0.02, 0.42, -0.15], [-0.46, -0.36, -0.46], [-0.02, -0.46, 0.42], [-0.27, -0.15, 0.09], [-0.34, 0.46, 0.43], [0.62, 0.38, -0.22], [1.62, 0.14, 0.05], [-0.11, -2.40, -1.05], [-1.28, -0.76, -1.79], [1.06, 1.72, 1.82], [0.29, -0.60, 0.29], [-2.17, 0.49, 0.37], [0.59, 0.40, 0.61], [-0.26, 0.77, 0.31], [0.84, -0.75, 0.81], [0.20, 0.02, -1.09], [-0.46, 0.33, -0.23], [-0.27, -0.79, -0.28], [3.38, 1.12, 2.67], [-2.12, -1.17, 0.69], [0.24, 0.32, -0.31], [-1.97, 2.27, -1.91], [1.09, -2.26, -0.09], [0.54, -0.59, -0.36], [-1.43, 0.91, 0.40], [0.80, 0.60, -0.08], [0.26, 0.80, 0.67], [-0.04, -0.14, -0.03], [-0.74, 0.59, 0.34], [0.10, 0.13, -1.11], [-0.43, 0.40, -0.49], [0.42, -0.56, -0.41], [-0.12, -0.43, 0.22], [0.19, 0.08, -0.56], [0.53, -0.51, 0.77], [-0.33, -0.63, -0.58], [0.83, 1.70, -0.94], [-0.21, -0.48, -0.24], [1.82, 0.10, 1.13], [-0.60, -0.82, 0.44], [1.21, -0.04, 0.45], [-0.03, -0.57, -0.27], [-1.70, 0.73, 0.64], [-0.58, -1.01, 0.37], [-0.02, 0.57, -0.94], [-0.34, 0.17, -0.20], [-0.38, -0.13, 0.06], [0.45, 0.22, -0.37], [0.28, 0.68, 1.76], [0.61, -0.40, -0.81], [-0.26, 0.15, -0.31], [-0.85, 0.04, -0.01]]
}

---

[3]
{
  "formula": "C5H11FN2",
  "method": "wB97M-V/def2-TZVPD",
  "orbital_gap_ev": 9.378,
  "multiplicity": 1,
  "smiles": "C=NN(C)CCCF",
  "elements": ["C", "C", "C", "C", "C", "H", "H", "H", "H", "H", "H", "H", "H", "H", "H", "H", "N", "N", "F"],
  "xyz": [[-0.42489, -1.47164, 1.59924], [-0.45040, 0.97897, 0.46547], [-0.62667, 1.08781, -1.13086], [-1.09024, -0.29025, -1.60766], [2.47788, 0.29274, 0.60189], [0.00719, -1.61381, 2.76370], [-0.45611, -2.27617, 0.83538], [-1.57972, -1.11600, 1.67358], [-1.53725, 1.12367, 0.76111], [0.34965, 1.86926, 0.76479], [0.48890, 1.32453, -1.72785], [-1.36076, 2.02466, -1.34515], [-0.23252, -1.08145, -1.72632], [-2.06778, -0.64021, -1.02038], [3.55110, -0.27254, 0.34024], [2.60699, 1.23735, -0.04839], [0.15160, -0.36874, 0.90541], [1.54959, -0.50285, 0.96844], [-1.35655, -0.30533, -3.07263]],
  "atomic_forces_ev_per_a": [[-3.44, 1.23, 1.78], [1.40, 0.57, -0.73], [2.38, 1.28, -0.95], [-0.15, -1.47, -1.92], [3.04, -0.89, -3.08], [-1.10, -0.06, -3.51], [0.36, -0.45, 1.43], [2.39, -1.16, 0.27], [1.64, -0.26, 0.73], [-2.46, -2.24, -0.26], [-3.33, -0.54, 1.82], [1.63, -2.50, 0.30], [-1.65, 1.48, 1.61], [2.15, 0.47, -1.48], [-2.61, 1.21, 1.78], [-1.54, -0.87, 1.34], [3.06, 3.28, -0.46], [-1.22, 0.25, -0.57], [-0.53, 0.69, 1.88]]
}

---

[4]
{
  "formula": "C23H32N2O4S3",
  "method": "wB97M-V/def2-TZVPD",
  "orbital_gap_ev": 7.966,
  "multiplicity": 1,
  "smiles": "CCCNc1cccc2c1Nc1ccccc1S2.O=S1(=O)CCCC1.O=S1(=O)CCCC1",
  "elements": ["C", "C", "C", "N", "C", "C", "C", "C", "C", "C", "N", "C", "C", "C", "C", "C", "C", "S", "H", "H", "H", "H", "H", "H", "H", "H", "H", "H", "H", "H", "H", "H", "H", "H", "C", "C", "C", "S", "O", "O", "C", "H", "H", "H", "H", "H", "H", "H", "H", "C", "C", "C", "S", "O", "O", "C", "H", "H", "H", "H", "H", "H", "H", "H"],
  "xyz": [[3.09002, -2.75757, 1.50688], [3.84755, -1.95821, 0.27302], [2.70425, -1.24685, -0.69994], [3.05754, 0.21736, -0.83917], [2.09677, 1.12944, -0.10851], [2.75659, 2.20786, 0.98081], [1.84927, 3.30196, 1.84401], [0.19228, 3.35833, 1.65604], [-0.44757, 2.26979, 0.59642], [0.46506, 1.16510, -0.26670], [-0.20503, 0.20900, -1.22817], [-1.34120, -0.56563, -0.59823], [-1.38558, -2.20620, -0.69645], [-2.67428, -3.01751, -0.01029], [-3.89674, -2.17589, 0.76132], [-3.85890, -0.52639, 0.90283], [-2.56889, 0.23662, 0.20643], [-2.32729, 2.13143, 0.27837], [3.89119, -3.46850, 1.99221], [2.21713, -3.43768, 1.12153], [2.72049, -1.91570, 2.25601], [4.49725, -2.72803, -0.33976], [4.56109, -1.11200, 0.66612], [1.62092, -1.46441, -0.31464], [2.87399, -1.73421, -1.77582], [3.10650, 0.52400, -1.83733], [3.94119, 2.19298, 1.08860], [2.43583, 4.02083, 2.56849], [-0.49364, 4.09867, 2.26584], [-0.62988, 0.77392, -2.01364], [-0.50098, -2.75843, -1.23286], [-2.68880, -4.19404, -0.11434], [-4.79680, -2.79249, 1.20645], [-4.70548, 0.10910, 1.45342], [5.95296, -2.08797, -5.16481], [6.13628, -0.95545, -6.17397], [5.37432, 0.25833, -5.64462], [5.35439, 0.09878, -3.86535], [3.98628, -0.10166, -3.43614], [6.20784, 1.11667, -3.28570], [6.20227, -1.46717, -3.79836], [6.63643, -2.91968, -5.35912], [4.92721, -2.47143, -5.22173], [7.20241, -0.71287, -6.26023], [5.78290, -1.23983, -7.17003], [5.86725, 1.19415, -5.91989], [4.33883, 0.26525, -5.99589], [5.81201, -2.06859, -2.97558], [7.26668, -1.26510, -3.64591], [-6.99807, 2.85092, 4.58175], [-6.35405, 1.62141, 5.22061], [-7.13086, 0.39596, 4.74218], [-7.80282, 0.82334, 3.14297], [-9.24653, 0.86109, 3.24511], [-7.11748, 0.06093, 2.11853], [-7.19485, 2.49821, 3.11491], [-6.37634, 3.74307, 4.70065], [-7.96786, 3.04784, 5.05415], [-5.30940, 1.54621, 4.89504], [-6.35328, 1.68660, 6.31316], [-6.48192, -0.47772, 4.64180], [-7.96553, 0.16542, 5.40990], [-7.91157, 3.14756, 2.60931], [-6.24137, 2.49912, 2.57832]],
  "atomic_forces_ev_per_a": [[1.10, 0.49, -0.31], [-0.86, -0.35, 0.09], [1.48, -1.18, -0.77], [-2.97, 1.24, 0.90], [-1.81, 2.71, 2.46], [-3.56, 0.28, -0.51], [-1.46, -2.80, -2.96], [2.66, -3.26, -2.22], [3.46, -0.48, 0.59], [1.85, 2.35, 2.21], [-1.53, 0.99, 1.63], [-3.04, -2.39, 1.81], [-3.15, 2.55, 2.17], [0.36, 4.25, 0.02], [3.09, 1.69, -1.67], [3.39, -2.07, -2.20], [0.41, -3.48, -0.17], [1.80, -2.01, 0.39], [-1.70, 1.47, -0.58], [1.57, 1.51, 0.71], [0.59, -2.12, -1.42], [-1.30, 1.53, 1.12], [-1.47, -1.73, -0.65], [2.09, 0.57, -0.73], [-0.76, 1.08, 2.28], [-0.15, -0.59, 1.24], [-2.91, 0.06, -0.21], [-1.53, -1.57, -1.60], [1.61, -1.76, -1.47], [0.63, -0.69, 1.11], [-2.01, 1.16, 1.16], [-0.13, 2.79, 0.36], [2.06, 1.51, -0.99], [2.04, -1.74, -1.41], [-0.12, -0.23, -0.12], [0.24, -0.11, -0.28], [-0.09, 0.19, -0.69], [0.68, 0.39, 0.30], [0.29, 0.19, -0.28], [-0.72, -0.34, -0.07], [0.17, -0.54, 0.07], [-0.12, 0.11, 0.05], [0.14, 0.01, 0.05], [-0.16, -0.04, 0.02], [0.07, 0.08, 0.16], [-0.20, -0.07, 0.23], [0.11, 0.03, 0.18], [0.00, 0.23, 0.02], [-0.18, 0.07, 0.04], [-0.09, 0.18, 0.20], [0.32, 0.10, 0.20], [0.23, -0.31, 0.61], [-0.10, -0.06, -0.30], [0.49, -0.19, -0.23], [-0.45, 0.09, 0.20], [0.15, 0.55, -0.04], [-0.11, -0.12, -0.03], [0.11, 0.01, -0.10], [-0.15, 0.02, 0.04], [0.02, -0.04, -0.18], [-0.26, 0.07, -0.11], [0.04, 0.02, -0.23], [0.03, -0.24, -0.05], [-0.14, -0.05, 0.02]]
}

---

Taking the records one at a time from the top gives DFT total energy values of -955.36313; -6773.81103; -406.28094; -2499.97093 Eh.